Formula: C4H7N2S
Source: OMol25
Level of theory: the ωB97M-V functional and the def2-TZVPD basis

As for the HOMO-LUMO gap: 9.389 eV. Its highest occupied orbital energy is -13.9072 eV. The value obtained for the strongest force on any atom is 0.111 Eh/bohr. The value obtained for the LUMO energy is -4.5179 eV. The total energy comes out at -18069.0867 eV. As for the total charge: +1. Its relative energy (zero: lowest compared OMol25 entry of this formula, charge and spin) is 30.11 kcal per mole.

Structure (XYZ):
```
14
C4H7N2S, DFT the ωB97M-V functional and the def2-TZVPD basis
C -1.071 -1.674 0.039
C -2.309 -1.238 -0.112
C -0.069 -0.625 0.158
C 0.011 1.873 -0.105
N -0.626 0.595 0.161
N 1.372 -0.760 0.418
S -2.339 0.517 -0.012
H -0.516 -2.669 0.263
H -3.180 -1.839 -0.095
H -0.589 2.693 0.425
H 1.063 1.811 0.400
H 0.071 2.084 -1.184
H 1.508 -1.721 0.510
H 2.055 -0.272 1.003
```

***

Formula: C4H7N3
Source: OMol25
Level of theory: the ωB97M-V functional and the def2-TZVPD basis

As for the HOMO-LUMO gap: 7.892 eV. Its highest occupied orbital energy is -8.4990 eV. The value obtained for the strongest force on any atom is 0.008 Eh/bohr. The value obtained for the LUMO energy is -0.6074 eV. The total energy comes out at -8727.4934 eV. Its relative energy (zero: lowest compared OMol25 entry of this formula, charge and spin) is 96.53 kcal per mole.

Structure (XYZ):
```
14
C4H7N3, DFT the ωB97M-V functional and the def2-TZVPD basis
C -1.392 0.969 -0.458
C -0.867 -0.445 -0.226
C 1.082 -1.841 0.356
C 0.667 -0.563 -0.324
N 1.349 0.440 0.482
N 1.975 -0.110 1.456
N 1.830 -1.435 1.427
H -2.486 0.976 -0.424
H -1.041 1.654 0.323
H -1.080 1.364 -1.431
H -1.182 -0.803 0.762
H -1.281 -1.149 -0.953
H 1.018 -0.501 -1.362
H 1.409 1.446 0.370
```

***

Formula: C4H7N3
Source: OMol25
Level of theory: the ωB97M-V functional and the def2-TZVPD basis

As for the HOMO-LUMO gap: 7.625 eV. Its highest occupied orbital energy is -7.1944 eV. The value obtained for the strongest force on any atom is 0.013 Eh/bohr. The value obtained for the LUMO energy is 0.4305 eV. The total energy comes out at -8729.1457 eV. Its relative energy (zero: lowest compared OMol25 entry of this formula, charge and spin) is 58.43 kcal per mole.

Structure (XYZ):
```
14
C4H7N3, DFT the ωB97M-V functional and the def2-TZVPD basis
N -2.385 -0.256 0.212
C -1.085 0.110 0.047
C 0.121 -0.577 0.571
C 1.223 0.160 -0.181
N 2.559 -0.241 0.096
C 0.802 1.288 -0.809
N -0.667 1.157 -0.613
H -3.050 0.045 -0.486
H -2.566 -1.172 0.592
H 0.075 -1.672 0.586
H 3.172 0.546 -0.092
H 2.840 -0.997 -0.525
H 0.264 -0.236 1.604
H -1.302 1.842 -1.003
```

***

Formula: C4H7N3
Source: OMol25
Level of theory: the ωB97M-V functional and the def2-TZVPD basis

As for the HOMO-LUMO gap: 9.665 eV. Its highest occupied orbital energy is -8.6688 eV. The value obtained for the strongest force on any atom is 0.114 Eh/bohr. The value obtained for the LUMO energy is 0.9957 eV. The total energy comes out at -8728.2406 eV. Its relative energy (zero: lowest compared OMol25 entry of this formula, charge and spin) is 79.30 kcal per mole. As for the structure (SMILES): C1C[C@H]2NN=N[C@@H]12.

Structure (XYZ):
```
14
C4H7N3, DFT the ωB97M-V functional and the def2-TZVPD basis
C -0.124 0.146 1.403
C -0.945 -0.573 0.442
C 0.983 0.393 0.368
C 0.177 -0.748 -0.690
N 0.904 1.617 -0.435
N 0.384 1.506 -1.555
N -0.003 0.189 -1.792
H -0.555 1.072 1.808
H 0.390 -0.455 2.261
H -1.280 -1.607 0.798
H -1.878 -0.004 0.111
H 1.905 0.261 0.955
H 0.544 -1.681 -0.973
H -0.500 -0.116 -2.700
```

***

Formula: C4H7N3
Source: OMol25
Level of theory: the ωB97M-V functional and the def2-TZVPD basis

As for the HOMO-LUMO gap: 10.424 eV. Its highest occupied orbital energy is -9.7148 eV. The value obtained for the strongest force on any atom is 0.020 Eh/bohr. The value obtained for the LUMO energy is 0.7095 eV. The total energy comes out at -8731.2105 eV. Its relative energy (zero: lowest compared OMol25 entry of this formula, charge and spin) is 10.81 kcal per mole. As for the structure (SMILES): [H]/N=C(\C#N)NCC.

Structure (XYZ):
```
14
C4H7N3, DFT the ωB97M-V functional and the def2-TZVPD basis
C -2.189 0.277 -0.250
C -0.923 -0.379 0.277
N 0.260 0.454 0.108
C 1.473 -0.131 -0.135
N 1.612 -1.315 -0.590
C 2.624 0.696 0.220
N 3.584 1.265 0.522
H -2.101 0.498 -1.318
H -2.420 1.208 0.279
H -3.036 -0.403 -0.107
H -0.722 -1.310 -0.255
H -1.037 -0.628 1.341
H 0.283 1.323 0.622
H 2.592 -1.555 -0.713
```

***

Formula: C4H7N3
Source: OMol25
Level of theory: the ωB97M-V functional and the def2-TZVPD basis

As for the HOMO-LUMO gap: 7.754 eV. Its highest occupied orbital energy is -6.8915 eV. The value obtained for the strongest force on any atom is 0.010 Eh/bohr. The value obtained for the LUMO energy is 0.8627 eV. The total energy comes out at -8725.6267 eV. Its relative energy (zero: lowest compared OMol25 entry of this formula, charge and spin) is 139.58 kcal per mole.

Structure (XYZ):
```
14
C4H7N3, DFT the ωB97M-V functional and the def2-TZVPD basis
C 2.439 -0.067 0.176
N 1.167 0.390 -0.380
C 0.010 0.246 0.182
N -1.584 1.085 -1.521
N -2.250 0.288 -0.881
C -1.815 -0.631 0.142
C -0.841 -0.205 1.086
H 2.266 -0.975 0.757
H 3.148 -0.280 -0.629
H 2.867 0.700 0.831
H 1.183 0.951 -1.226
H -3.283 0.259 -0.971
H -2.463 -1.498 0.258
H -0.845 -0.264 2.176
```

***

Formula: C4H7N3
Source: OMol25
Level of theory: the ωB97M-V functional and the def2-TZVPD basis

As for the HOMO-LUMO gap: 8.259 eV. Its highest occupied orbital energy is -8.1844 eV. The value obtained for the strongest force on any atom is 0.033 Eh/bohr. The value obtained for the LUMO energy is 0.0744 eV. The total energy comes out at -8728.1948 eV. Its relative energy (zero: lowest compared OMol25 entry of this formula, charge and spin) is 80.35 kcal per mole.

Structure (XYZ):
```
14
C4H7N3, DFT the ωB97M-V functional and the def2-TZVPD basis
C 2.168 -0.092 0.350
N 1.325 0.343 -0.769
C -0.071 0.351 -0.653
N -0.952 0.735 -1.554
N -2.577 0.198 -0.626
C -2.001 -0.365 0.417
C -0.657 -0.164 0.543
H 1.779 -1.021 0.774
H 3.185 -0.305 -0.001
H 2.244 0.646 1.161
H 1.773 0.985 -1.406
H -3.511 -0.219 -0.829
H -2.535 -1.023 1.102
H -0.170 -0.070 1.491
```

***

Formula: C4H7N3
Source: OMol25
Level of theory: the ωB97M-V functional and the def2-TZVPD basis

As for the HOMO-LUMO gap: 9.277 eV. Its highest occupied orbital energy is -8.4475 eV. The value obtained for the strongest force on any atom is 0.175 Eh/bohr. The value obtained for the LUMO energy is 0.8299 eV. The total energy comes out at -8726.2271 eV. Its relative energy (zero: lowest compared OMol25 entry of this formula, charge and spin) is 125.73 kcal per mole. As for the structure (SMILES): N[C@@H]1[C@@H]2C=NN[C@H]12.

Structure (XYZ):
```
14
C4H7N3, DFT the ωB97M-V functional and the def2-TZVPD basis
C -1.108 0.124 -0.202
C -0.366 -0.925 0.505
C 1.342 0.650 0.544
C -0.115 0.331 0.871
H -1.369 1.620 -1.728
H 0.166 0.620 -2.085
H -2.175 0.188 0.148
H -0.979 -1.599 1.085
H 1.437 -2.130 0.201
H 1.714 1.565 0.840
H -0.171 0.782 1.818
N -0.977 0.446 -1.570
N 0.783 -1.328 -0.282
N 1.817 -0.343 -0.147
```